Computed, not measured: a structure of composition C12H19I2N4OY, with the ωB97M-V functional and the def2-TZVPD basis.

LUMO (alpha / beta)	4.17 / 4.12	eV
gap between HOMO and LUMO (alpha / beta)	1.48 / 2.38	eV
HOMO energy (alpha / beta)	2.68 / 1.74	eV
DFT total energy	-37993.5038	eV

```
! wB97M-V def2-TZVPD RIJCOSX def2/J DEFGRID3
* xyz -2 1
C 1.93 1.95 -5.86
I 1.68 0.56 -4.71
H 1.95 1.41 -3.25
H 1.10 2.61 -6.19
H 2.98 2.27 -6.09
C -0.52 -3.40 2.05
C 0.54 -3.49 1.23
N 1.19 -2.27 1.31
C 0.51 -1.39 2.10
N -0.53 -2.12 2.58
H -1.25 -4.16 2.29
H 0.92 -4.25 0.59
C -2.44 1.49 -1.28
C -1.00 0.93 0.38
N -2.01 0.50 -0.42
H -1.75 3.58 -1.45
N -0.85 2.26 0.01
H -3.24 1.32 -2.00
Y 1.11 0.67 1.22
C 1.97 0.25 -1.10
O 2.58 1.09 -0.49
C -1.72 2.59 -1.02
C 0.05 3.22 0.62
H -0.43 4.20 0.71
H 0.96 3.36 0.01
H 0.34 2.93 1.66
C -2.56 -0.84 -0.38
H -3.37 -0.89 -1.12
H -2.96 -1.08 0.61
H -1.79 -1.58 -0.63
C -1.57 -1.57 3.40
H -2.13 -2.37 3.89
H -2.26 -0.96 2.80
H -1.15 -0.91 4.17
C 2.39 -1.97 0.54
H 2.10 -1.71 -0.52
H 3.04 -2.86 0.47
H 2.97 -1.14 1.01
I 3.22 1.79 2.86
*
```

In the Mulliken picture, each atom carries the following charge in e: -0.84 0.05 0.22 0.18 0.17 -0.38 -1.87 0.20 -0.91 2.15 0.39 0.83 -0.28 -1.02 0.77 0.38 0.89 0.33 -0.02 -0.34 -0.33 -0.85 -1.02 0.62 0.37 -0.01 -1.11 0.64 0.08 0.08 -1.97 0.75 0.37 0.13 -1.43 0.26 0.43 0.51 -0.43